(1)
Here is a structure of composition C46H46Br2F53NO7Si2 from the Open Molecules 2025 dataset. Energies are from ωB97M-V with the def2-TZVPD basis set.

The value obtained for the highest occupied orbital energy is -0.3463 Ha. The calculated total energy comes out at -364133.40547 eV.

Each line ends with the Mulliken charge.
Atoms and positions in Å:
1 C 7.0398 1.1067 6.8418  -0.75
2 H 2.4074 1.9876 -0.3782  -0.58
3 H 3.2786 2.2894 -6.7688  0.39
4 C -0.9551 -5.0695 -2.5084  1.06
5 C 1.8072 3.7260 3.6593  0.82
6 F 4.4494 3.0795 2.0187  -0.23
7 H -0.5057 -0.6443 -2.1453  -0.18
8 Br 0.1133 1.6919 -2.0570  -0.19
9 C 3.5993 3.2017 0.9773  0.46
10 C -4.9342 -9.4197 -1.2614  -0.34
11 H 8.0767 2.5461 -5.5595  0.30
12 O 0.2195 3.9338 -6.8495  -0.52
13 H -4.5573 -8.5302 -0.7624  0.07
14 C 4.6062 5.9913 -2.2701  -0.74
15 F -9.3404 -8.6721 -0.0930  -0.26
16 H -0.4474 5.0641 -3.3960  0.10
17 C -7.0238 -0.1163 4.7359  0.14
18 F 0.5345 6.4049 -5.3121  -0.29
19 O -6.0158 -10.0227 -0.5412  -0.40
20 H 5.5251 1.4155 -5.9838  0.45
21 C 4.4182 4.2700 -7.1603  -0.63
22 F 0.8235 3.0508 3.0179  -0.28
23 C 5.7631 2.4797 -5.6680  0.12
24 C 3.0380 1.8587 0.5029  1.25
25 H -1.5723 -5.8193 -4.4597  0.30
26 F 7.7052 2.2615 4.6919  -0.31
27 F 6.5561 1.4904 2.2608  -0.25
28 C -8.3965 -9.4976 -0.6074  0.11
29 C 7.8367 -0.2125 6.7854  0.88
30 C 0.2183 -2.1513 -3.5416  0.61
31 C -0.8164 4.0557 -3.7628  -0.89
32 Si -0.1869 2.2888 -7.1994  0.55
33 F 4.3114 3.7701 -0.0228  -0.21
34 C 3.0844 3.3800 -7.0822  -0.50
35 H 5.1130 0.6569 3.3533  0.09
36 C 1.8855 5.9020 -5.4567  0.97
37 F -6.7611 -0.4585 6.0137  -0.22
38 F -5.1276 -6.8573 2.8455  -0.27
39 H -4.1223 -10.1476 -1.1771  0.46
40 F 1.3298 -1.4495 -3.8562  -0.10
41 F 9.8145 -1.3511 6.1473  -0.28
42 C 1.6391 8.1049 -0.4700  0.69
43 H 4.4545 5.1531 -6.4485  0.31
44 H 3.4172 3.3267 5.0671  0.27
45 F 6.8740 -0.2299 3.5489  -0.25
46 C -5.5640 -7.7880 -3.1847  0.63
47 H 9.8622 0.5741 6.6301  0.28
48 C 6.1691 0.9168 3.4288  0.47
49 H 2.6539 3.3205 -8.1449  0.38
50 F 4.0394 0.9974 0.1975  -0.27
51 F 3.3052 1.8726 3.7118  -0.23
52 H -6.4539 -6.7566 1.3801  0.21
53 H -6.0840 -2.5381 3.2913  0.31
54 C -5.3410 -3.3148 3.0963  -0.50
55 C 3.9753 5.6791 -3.6489  0.13
56 Si 1.7125 4.0508 -5.9389  -0.36
57 F -5.5400 1.7662 4.6908  -0.26
58 C 0.4205 -4.4741 -2.8705  -0.87
59 H 2.0502 5.5479 2.5988  0.41
60 F -3.1174 -5.7386 -3.2122  -0.29
61 H -8.6789 -10.5297 -0.3899  0.27
62 F 5.6833 2.9826 4.4768  -0.23
63 C 7.1654 2.4368 -4.8928  -0.31
64 H -8.0513 -0.4102 4.5122  0.31
65 F -6.1840 -0.8450 3.9537  -0.31
66 F -3.9633 -9.4806 -3.3874  -0.32
67 H 5.0083 2.9446 -4.9573  -0.25
68 F -6.0349 -10.1177 -3.2330  -0.29
69 F -7.0297 -9.3765 1.3107  -0.32
70 F -1.4833 -4.3694 -1.4765  -0.26
71 C -0.8579 -1.1950 -3.0202  0.43
72 H -6.2363 3.6222 5.7757  0.33
73 F -3.1983 -5.3613 3.7889  -0.19
74 H 5.8381 2.7130 -7.9066  0.27
75 F -6.6699 -7.8779 -0.2015  -0.26
76 H -4.5922 2.9448 7.6852  0.26
77 H 0.7554 7.3613 -3.1011  0.44
78 H 1.1468 -4.9884 -2.2351  0.41
79 F 7.0711 -1.1684 6.2084  -0.27
80 C -5.1795 -4.9982 1.3558  0.62
81 C -7.0702 3.0765 6.2237  -0.71
82 C 9.2093 -0.1365 6.1167  0.08
83 F -5.7060 -7.7124 -4.5341  -0.30
84 F -6.7536 -7.4305 -2.6607  -0.22
85 C 6.4250 1.8549 4.6166  0.70
86 C 2.4347 7.2553 -1.5711  0.10
87 F -5.0922 1.6390 9.0947  -0.28
88 H 0.7269 -4.7177 -3.8908  0.33
89 F -4.6178 -7.2291 0.7703  -0.33
90 C -3.5228 -4.3657 4.6363  0.03
91 H 5.6579 5.6608 -2.0096  0.36
92 H 7.6613 1.2906 -3.2101  0.26
93 F -8.4179 -9.3297 -1.9469  -0.21
94 C -6.7261 2.5120 7.6170  0.88
95 C 2.5725 6.1537 -4.0384  0.44
96 C -5.4183 -6.4939 1.5771  0.31
97 N 7.1897 1.1389 -4.1131  -0.72
98 F -3.8889 -4.6482 1.5097  -0.28
99 C 5.7774 3.3987 -6.9915  -0.93
100 C 3.8516 6.7969 -1.1816  -0.70
101 F -0.7289 -6.3287 -2.0303  -0.34
102 F -2.2855 -3.9874 -4.1730  -0.21
103 C -4.9729 -3.9112 4.4714  0.96
104 F -5.5054 -4.6760 0.0817  -0.30
105 F 1.0512 7.2779 0.5076  -0.19
106 H -1.2607 4.0738 -4.8075  0.25
107 O 0.6148 -3.0895 -2.5675  -0.39
108 H 3.5806 4.8484 2.9985  0.34
109 H -4.8152 -7.0511 -2.8883  -0.07
110 F -1.9806 -1.8626 -2.6707  -0.23
111 C -5.1503 -9.1998 -2.7714  0.79
112 F -7.0138 3.4919 8.5236  -0.33
113 O 6.0299 1.2857 5.8433  -0.32
114 H -1.6684 3.7522 -3.0542  0.39
115 C 2.5778 4.5909 2.6484  -0.73
116 H -0.9734 1.7309 -6.0975  -0.15
117 O -5.9963 -4.1997 2.1793  -0.40
118 H 4.4738 4.6891 -8.2270  0.39
119 F 0.6894 8.9785 -1.0673  -0.26
120 H 4.3027 7.0569 -0.1759  0.37
121 F -5.2085 -2.9409 5.4017  -0.31
122 O 2.5842 4.1222 1.3018  -0.24
123 C 1.4693 2.8743 -4.4340  0.76
124 H -7.8389 3.8365 6.3893  0.40
125 O -7.6760 2.1678 5.2986  -0.41
126 H 1.0362 1.4794 -7.3295  -0.15
127 F 8.0288 -0.6147 8.0761  -0.33
128 C -6.8163 1.3831 4.5058  0.79
129 C -1.9572 -5.1858 -3.6567  -0.01
130 H 4.6157 5.0748 -4.3579  -0.09
131 C 0.3370 2.9750 -3.5735  0.26
132 F 2.2963 1.2668 1.4664  -0.25
133 H -2.8274 -3.5359 4.4859  0.29
134 Br 2.7429 1.4040 -3.9726  -0.12
135 H 6.4807 1.0795 7.7812  0.42
136 F 2.4568 6.7207 -6.4956  -0.31
137 C 2.6724 2.7795 4.4853  0.15
138 F -0.1516 -2.7868 -4.6694  -0.31
139 H -0.8753 2.1729 -8.5059  -0.19
140 H 7.6867 1.9827 6.9322  0.33
141 F 1.1740 4.5776 4.5188  -0.34
142 F -7.5644 1.4867 7.8994  -0.27
143 F 2.5748 8.9782 0.1602  -0.27
144 F 1.9085 2.0717 5.3565  -0.32
145 F -1.2182 -0.3032 -3.9736  -0.18
146 F -7.1146 1.6851 3.2211  -0.30
147 H 6.6955 4.0691 -6.9566  0.35
148 C 1.8049 6.9551 -2.9536  -0.61
149 C -5.2696 2.0994 7.8301  0.09
150 F -4.8957 1.0994 7.0089  -0.19
151 H -4.5062 -2.7841 2.6318  0.38
152 H 6.2238 0.8543 -3.9133  0.25
153 F 9.1275 0.2113 4.8182  -0.20
154 H 7.1383 3.2645 -4.0954  0.15
155 C -7.0172 -9.1725 -0.0279  0.88
156 F -3.3219 -4.8522 5.8884  -0.29
157 F -5.8306 -4.9196 4.7612  -0.30

=====

(2)
Here is a structure of composition C46H47BrN2O5RuS from the Open Molecules 2025 dataset. Energies are from ωB97M-V with the def2-TZVPD basis set.

The value obtained for the highest occupied orbital energy (alpha / beta) is -0.1327 / -0.1321 Ha. As for the total charge: -1. The calculated total energy comes out at -145143.36031 eV. The multiplicity is 2.

Each line ends with the Mulliken charge.
Atoms and positions in Å:
1 H 5.5512 0.6734 -2.1872  0.30
2 C 5.8564 -0.9490 -0.0939  -0.39
3 H 4.8693 -2.3468 2.8158  0.39
4 C 3.7317 0.0322 0.6552  0.53
5 C 1.7657 3.3643 2.2637  -0.23
6 C -1.8107 -4.8722 -1.4154  -0.61
7 H 1.9984 0.4914 4.0108  0.41
8 O 1.0435 -1.0576 -1.4944  0.49
9 C -1.1374 -5.3428 -0.3026  -0.76
10 H 0.1848 -1.8914 -7.5961  0.36
11 C 1.7974 -0.9178 -5.5989  0.10
12 C 0.9732 0.0261 -4.9987  -0.75
13 H -3.7197 2.7766 1.6576  0.42
14 H 3.6628 2.2312 -2.5576  0.39
15 H -4.1572 2.6447 -1.8725  0.46
16 C 4.7845 -0.0426 -0.3000  2.05
17 H 6.6428 -0.9924 -0.8409  0.38
18 C 0.7533 -0.0407 -3.6430  0.74
19 C 4.4117 -3.0108 -2.9848  -1.79
20 O 0.3382 1.5772 0.6057  -0.11
21 C 2.8504 -2.9915 -1.0856  -1.87
22 H 3.7026 0.5272 -6.9926  0.35
23 H -2.6463 -1.0566 -2.8893  0.13
24 H -3.1572 1.2257 2.3737  0.46
25 H 2.6087 2.0940 5.7963  0.39
26 S -2.6120 1.3899 0.0913  1.09
27 C 2.3758 2.4578 4.8014  -0.89
28 H 0.4902 0.8078 -5.5750  0.45
29 H 0.4880 -2.6012 2.1945  0.22
30 C -1.9426 -3.5008 -1.6181  0.42
31 H 2.1302 1.3146 -7.1457  0.33
32 C 2.1821 -1.9430 -3.3831  -1.08
33 C -1.2715 3.7801 -0.5027  0.41
34 O -2.6508 -3.1388 -2.7316  -0.54
35 C 2.6386 0.9260 0.4177  -0.20
36 C 2.3175 -4.4082 -3.0450  -1.80
37 H -1.9786 6.2586 -2.7048  0.39
38 C 2.0501 1.5499 3.7989  -0.07
39 C 2.6674 1.7019 -0.7131  -0.70
40 H 4.5922 -3.1480 -4.0535  0.31
41 H -1.9754 2.5338 2.0724  0.29
42 C -3.3261 3.3175 -1.6976  -0.31
43 H -0.5145 3.4514 0.1999  0.02
44 H 0.0353 -0.1333 -7.5847  0.33
45 C 2.3734 -1.8701 -4.7625  -0.48
46 C 1.3100 -1.0022 -2.7912  0.25
47 H 4.9442 -3.8035 -2.4517  0.49
48 C 1.3910 1.0393 1.3723  2.81
49 H 2.4822 -2.9840 -7.3642  0.39
50 H -1.0430 -6.4103 -0.1424  0.34
51 C 2.7236 0.4583 -7.4720  -1.66
52 H -0.2845 5.6057 -1.0254  0.43
53 C -0.6739 -3.0666 0.3889  0.66
54 C 1.7433 1.9951 2.5179  -0.32
55 C 4.7471 0.7616 -1.4640  -1.23
56 C 2.0388 -0.8658 -7.1077  1.87
57 C -2.2743 -1.9405 -3.4012  -0.23
58 C 0.0197 -2.1746 1.3107  -0.99
59 C -2.3729 2.9688 -0.7539  -0.28
60 C -2.8987 2.0648 1.7291  -1.22
61 O -3.8961 0.8569 -0.4086  -0.81
62 N 1.0128 -0.2179 1.9484  -1.35
63 H 0.8571 -0.9329 -8.9299  0.45
64 C 2.3949 3.8208 4.5408  -0.45
65 H -0.0039 -4.7996 1.4425  0.39
66 O -1.6747 -1.2815 -0.8605  -0.44
67 H 3.4766 -3.7950 -0.6833  0.73
68 C 5.8957 -1.7559 1.0055  -0.70
69 H 3.0191 -2.6177 -5.2059  0.26
70 C 0.6970 -0.9603 -7.8481  -1.69
71 H 1.5318 3.7126 1.2649  0.30
72 Ru -0.2616 0.0461 -0.5600  -0.12
73 H 2.6482 4.5253 5.3240  0.38
74 C -1.1413 4.9685 -1.2074  -0.87
75 C 3.8041 -0.8317 1.7825  -0.55
76 H 2.4115 -4.5735 -4.1217  0.27
77 C 4.8517 -1.6918 1.9525  -1.14
78 C -1.4183 -2.5909 -0.7032  0.65
79 H -1.1831 -1.8681 -3.4924  0.02
80 H -2.2452 -5.5441 -2.1451  0.45
81 H 3.2314 -2.0444 -0.7072  0.22
82 H 6.7161 -2.4499 1.1464  0.37
83 H 3.0591 -1.9426 -8.6704  0.44
84 Br -0.4136 1.2449 -2.8453  -0.25
85 H -2.7082 -2.0062 -4.3991  0.33
86 H 1.2573 -4.4509 -2.7795  0.28
87 H 1.8396 -3.1259 -0.7074  -0.43
88 H 1.8449 2.3790 -0.8918  0.49
89 C 2.9279 -2.0120 -7.5878  -2.07
90 H 2.8293 -5.2248 -2.5265  0.47
91 H 4.8406 -2.0522 -2.6802  0.24
92 C -2.0926 5.3330 -2.1535  -0.44
93 C 3.7079 1.6193 -1.6633  -1.25
94 C 2.0834 4.2725 3.2633  -1.04
95 H 3.9176 -1.9712 -7.1270  0.38
96 H -3.9184 4.7859 -3.1444  0.39
97 N 0.2923 -0.9205 1.0964  1.02
98 H 2.0923 5.3350 3.0461  0.40
99 C -3.1814 4.5077 -2.4008  -0.64
100 C -0.5649 -4.4433 0.5845  -0.72
101 C 2.9206 -3.0616 -2.6174  2.86
102 H 2.9778 -0.8274 2.4765  0.40
103 H 2.8610 0.5325 -8.5549  0.44